56
Properties=species:S:1:pos:R:3:forces:R:3:mulliken_charge:R:1 method="wB97M-V/def2-TZVPD" homo_energy_ev=-7.894 smiles="COc1ccc(-c2ncccc2OC(=O)[C@]23C[C@H]4C[C@H](C[C@H](C4)C2)C3)cc1OC" fmax_ev_per_a=0.8 e_lumo_ev=0.60
C -4.07889 -0.18408 3.49896 -0.30 -0.36 0.16 -0.69
O -3.28264 0.97502 3.40277 0.23 0.21 -0.15 -0.48
C -2.60229 1.28648 2.26685 0.10 0.15 -0.06 0.36
C -1.94039 2.51284 2.32409 -0.16 -0.25 0.00 -0.59
C -1.19038 2.98849 1.27182 0.06 -0.17 -0.18 -1.00
C -1.05903 2.22233 0.12006 -0.22 -0.18 0.37 0.26
C -0.23532 2.71007 -0.99235 0.40 -0.46 -0.32 0.05
N -0.30211 4.00777 -1.26534 -0.26 0.12 0.21 -0.59
C 0.41434 4.50530 -2.25455 0.19 0.12 -0.26 -0.47
C 1.24820 3.73918 -3.05274 -0.06 -0.15 0.10 -0.66
C 1.36016 2.38730 -2.76949 -0.16 -0.06 0.08 -0.36
C 0.61667 1.86505 -1.72359 0.08 0.54 -0.02 0.38
O 0.71167 0.52517 -1.36617 -0.52 0.32 -0.27 -0.14
C 1.92718 0.01562 -1.07849 0.70 -0.36 0.24 -1.25
O 2.95196 0.63375 -1.17670 -0.14 0.01 -0.03 -0.61
C 1.80900 -1.40773 -0.56544 0.08 0.34 -0.13 2.80
C 3.19847 -2.04409 -0.48970 -0.01 0.02 0.04 -1.58
C 3.08204 -3.45497 0.08229 0.20 -0.11 0.00 0.47
C 2.48232 -3.38867 1.48619 -0.02 0.00 -0.04 -1.58
C 1.09330 -2.75637 1.41368 -0.09 0.01 0.26 0.46
C 0.19441 -3.60306 0.51426 0.04 0.03 -0.01 -1.23
C 0.79461 -3.66480 -0.88979 -0.13 -0.17 -0.17 0.51
C 2.18321 -4.29924 -0.82061 -0.01 0.02 0.03 -1.58
C 0.90545 -2.25395 -1.46762 -0.08 -0.08 0.04 -1.16
C 1.20092 -1.34227 0.84529 -0.07 -0.09 0.07 -1.02
C -1.72784 1.00429 0.04094 -0.06 0.08 0.04 -0.22
C -2.50429 0.52507 1.08613 -0.13 -0.08 0.07 1.27
O -3.18288 -0.67076 1.01549 0.14 0.32 0.31 -0.46
C -3.26951 -1.32318 -0.22569 -0.02 -0.10 -0.19 -0.77
H -4.89218 -0.17753 2.77010 0.06 -0.02 0.06 0.26
H -3.48878 -1.09389 3.37326 -0.07 0.07 0.02 0.23
H -4.49559 -0.15682 4.50591 0.01 -0.02 -0.07 0.30
H -2.04473 3.08270 3.23373 -0.02 0.06 0.12 0.44
H -0.69494 3.94353 1.33144 0.05 0.11 0.02 0.46
H 0.30838 5.57057 -2.41142 0.06 0.08 -0.10 0.42
H 1.80734 4.18161 -3.86165 0.04 0.06 -0.06 0.42
H 2.01960 1.74833 -3.33666 0.03 -0.03 -0.01 0.45
H 3.64160 -2.07511 -1.48740 0.05 0.04 -0.03 0.46
H 3.84574 -1.42912 0.13765 0.03 0.02 -0.03 0.43
H 4.07844 -3.90729 0.13137 -0.05 0.04 -0.01 0.26
H 3.12747 -2.79591 2.13798 0.04 0.00 0.07 0.51
H 2.41090 -4.39354 1.90848 0.02 -0.04 0.06 0.52
H 0.66010 -2.70356 2.41862 0.02 0.01 -0.06 0.38
H 0.10573 -4.61234 0.92248 -0.04 -0.05 0.02 0.60
H -0.80776 -3.17070 0.47836 -0.09 0.01 0.01 0.17
H 0.14845 -4.26791 -1.53820 0.04 0.05 0.04 0.27
H 2.61493 -4.36107 -1.82208 0.03 -0.05 -0.06 0.50
H 2.10718 -5.31482 -0.42586 0.01 -0.07 -0.02 0.53
H 1.32697 -2.29665 -2.47512 -0.01 0.02 -0.07 0.53
H -0.08308 -1.79626 -1.53719 -0.02 0.02 -0.03 0.14
H 1.83546 -0.72739 1.48800 0.02 0.06 0.03 0.51
H 0.21505 -0.87347 0.80305 -0.02 0.04 0.01 -0.03
H -1.65066 0.43679 -0.87155 -0.02 -0.12 -0.03 0.38
H -2.29456 -1.68863 -0.56531 -0.03 0.04 -0.01 0.10
H -3.92917 -2.17431 -0.06007 0.05 0.03 -0.07 0.28
H -3.70019 -0.67373 -0.99445 0.03 -0.01 0.02 0.38


57
Properties=species:S:1:pos:R:3:forces:R:3:mulliken_charge:R:1 method="wB97M-V/def2-TZVPD" homo_energy_ev=-14.405 charge=+2 fmax_ev_per_a=4.8 e_lumo_ev=-7.76
Al 1.49574 -0.45801 0.79381 -0.16 0.96 1.26 0.67
Cl 3.52736 -0.14234 1.10892 -0.72 -0.30 -0.43 -0.12
P 0.44553 -0.19151 -1.41492 -1.04 0.02 -4.64 0.93
C -0.37795 1.33074 -2.15652 0.27 1.24 0.95 0.52
C -1.56795 1.32534 -2.91441 -0.24 -0.57 0.42 -0.35
C -2.05990 2.49607 -3.50432 0.39 0.06 0.21 -0.62
C -1.39505 3.71349 -3.30985 0.26 -0.42 -0.14 -0.49
C -0.22803 3.74715 -2.53207 -0.07 -0.06 -0.08 -0.65
C 0.27919 2.57146 -1.97186 -0.16 -0.08 0.36 -0.43
C 1.87384 -0.40436 -2.56811 0.97 -0.06 0.38 0.22
C 2.53723 -1.64475 -2.47149 0.06 0.24 0.55 -0.41
C 3.82089 -1.80626 -2.98897 -0.05 0.06 -0.07 -0.75
C 4.42781 -0.73429 -3.66128 0.00 0.02 -0.05 -0.46
C 3.70838 0.44511 -3.90919 0.00 -0.35 -0.02 -0.65
C 2.41434 0.59669 -3.39340 0.02 0.17 0.39 0.01
C -0.60988 -1.46039 -2.29599 -0.86 -0.87 1.53 0.39
C -1.33016 -2.36958 -1.49836 0.39 -0.10 -0.29 -0.53
C -2.09713 -3.36623 -2.10459 -0.37 -0.37 -0.15 -0.58
C -2.21523 -3.43666 -3.49879 0.20 0.42 0.10 -0.53
C -1.54985 -2.49462 -4.29945 0.20 0.19 0.54 -0.74
C -0.75678 -1.50720 -3.69957 0.55 0.05 0.03 -0.06
H 2.04360 -2.47881 -1.94931 0.31 0.30 -0.14 0.39
H 4.34891 -2.75802 -2.83273 -0.26 0.55 -0.22 0.41
H 5.46573 -0.83398 -4.00740 -0.57 0.08 0.12 0.41
H 4.16530 1.26407 -4.48278 -0.30 -0.50 0.23 0.41
H 1.83238 1.49530 -3.62531 0.41 -0.27 0.28 0.46
H -2.15597 0.40514 -3.02672 0.38 0.49 0.02 0.42
H -2.96857 2.44375 -4.11343 0.39 0.04 0.30 0.42
H -1.75685 4.61732 -3.80617 0.08 -0.27 0.32 0.41
H 0.28763 4.69990 -2.36694 -0.18 -0.46 -0.08 0.42
H 1.18816 2.62593 -1.35235 -0.38 0.01 -0.37 0.37
H -1.24256 -2.33789 -0.39976 -0.11 -0.05 -0.56 0.18
H -2.61494 -4.11722 -1.49352 0.24 0.44 -0.23 0.40
H -2.83293 -4.20251 -3.97534 0.27 0.22 0.28 0.41
H -1.62025 -2.52715 -5.39137 -0.03 0.02 0.48 0.43
H -0.22367 -0.78677 -4.33541 -0.22 -0.39 0.33 0.47
H -3.29355 0.98112 0.72816 0.06 0.27 -0.03 0.12
H -3.34022 0.26524 0.89383 -0.03 -0.29 0.04 -0.12
O 0.63114 -0.24001 2.34443 -0.07 -0.09 -1.50 -0.49
C 0.09888 -0.21838 3.52944 -1.29 -1.14 -0.30 0.52
C 0.97504 -0.39684 4.71753 0.16 0.23 -0.89 -0.52
C 0.93124 0.85246 5.59521 -0.10 0.20 1.00 -0.58
C -0.21561 0.82520 6.61750 0.06 0.21 -0.12 -0.69
C -1.59158 0.95954 5.93123 0.13 -0.08 0.41 -0.56
C -1.91750 -0.21866 5.00719 0.54 -0.16 -0.28 -0.70
N -1.21362 -0.17694 3.66003 0.01 0.19 -0.12 0.03
H 0.65299 -1.33689 5.21613 0.35 0.61 -0.01 0.39
H 1.98869 -0.49004 4.31333 -0.20 -0.35 0.19 0.30
H 1.89681 0.86189 6.12188 -0.34 0.34 -0.13 0.38
H 0.81706 1.78460 4.99311 0.41 -0.67 0.25 0.32
H -0.17454 -0.10697 7.22661 -0.04 0.56 -0.38 0.32
H -0.06654 1.67433 7.30361 -0.18 -0.36 -0.15 0.34
H -2.34760 0.91152 6.72851 0.05 0.21 -0.30 0.33
H -1.68605 1.94049 5.41567 -0.02 -0.64 0.23 0.33
H -1.58186 -1.16193 5.49243 -0.49 0.48 -0.29 0.33
H -2.99364 -0.25885 4.79374 0.44 -0.11 -0.04 0.39
H -1.82790 -0.16984 2.81939 0.91 0.16 0.81 0.19


99
Properties=species:S:1:pos:R:3:forces:R:3:mulliken_charge:R:1 method="wB97M-V/def2-TZVPD" homo_energy_ev=-8.395 fmax_ev_per_a=5.9 e_lumo_ev=-0.81
C 2.70099 -3.79077 1.22001 0.93 -0.10 -0.33 -0.87
C 1.81890 -3.44382 -0.07165 0.13 -0.28 0.34 0.33
F 2.49732 -4.03620 -1.23472 -0.96 0.85 1.46 -0.43
C 0.31134 -3.96234 -0.01641 -2.41 1.29 0.01 0.48
C -0.79717 -2.87319 0.10588 -0.09 -3.55 -0.54 -0.41
N -0.54726 -1.42470 0.16478 0.00 -1.99 -0.16 -0.21
C -2.32616 -3.33352 0.12973 1.13 -3.92 -0.38 0.11
C -3.57805 -2.32575 0.21526 1.56 0.08 -0.58 0.50
N -4.79803 -2.95599 -0.36812 0.46 0.27 0.60 -0.61
C -2.62710 -4.84144 0.03127 2.59 2.15 -0.02 -0.78
C -1.48744 -5.93461 -0.10230 -0.15 0.83 -0.08 0.19
N -1.91716 -7.29917 -0.22782 4.89 0.77 -0.07 -0.52
C -0.81729 -8.19964 -0.37179 0.73 2.41 0.68 0.33
B -1.18871 -9.78832 -0.57559 -0.94 -1.07 0.62 0.38
N -0.72710 -10.60536 -1.76114 -0.59 2.48 0.52 -0.71
O -2.03231 -10.41792 0.40934 0.13 1.35 -2.11 -0.53
C 0.66585 -7.73268 -0.34145 -0.93 1.54 0.03 -0.40
N 1.13504 -6.39205 -0.21306 -5.22 -2.63 -0.12 -0.34
C 0.00034 -5.51552 -0.11740 -0.52 1.89 0.37 0.52
H 3.77671 -3.98091 0.83245 -1.75 0.31 0.66 0.22
H 2.80116 -2.89563 1.94686 -0.39 -1.39 -1.22 0.12
H 2.38388 -4.72779 1.78781 0.17 1.34 -0.89 0.30
H 1.90691 -2.30255 -0.24292 -0.47 -1.96 0.11 0.11
H -0.71858 -0.98537 -0.75293 0.19 -0.20 0.78 0.21
H 0.37836 -1.19310 0.54510 -0.65 -0.14 -0.56 0.20
H -3.71732 -2.04641 1.32091 -0.01 -0.39 -1.66 0.25
H -3.26983 -1.38429 -0.37927 -0.36 -1.28 1.16 -0.33
H -5.60973 -2.32660 -0.32620 0.71 -0.41 -0.19 0.23
H -4.64133 -3.30418 -1.32201 -0.07 0.52 0.61 0.22
H -3.71855 -5.21438 0.04642 2.08 0.72 -0.02 0.32
H -0.00482 -10.01520 -2.21322 -0.52 -0.62 -0.03 0.29
H -1.52228 -10.59216 -2.43427 0.73 -0.51 0.48 0.29
H -2.82079 -10.84214 -0.00013 1.06 0.02 0.48 0.30
H 1.47278 -8.55316 -0.43230 -1.35 1.55 0.18 0.29
C -3.57024 1.76817 0.11703 -0.06 -0.02 0.15 -0.34
Br -2.01096 1.59302 1.24863 -0.25 0.11 -0.16 0.07
Br -4.25543 3.58194 0.09110 0.19 -0.32 -0.05 -0.07
Br -3.23228 1.10134 -1.67423 -0.05 0.22 0.19 -0.08
H -4.34765 1.14086 0.55146 0.19 0.16 -0.16 0.41
C -7.77297 3.99577 -2.04680 -0.01 0.04 -0.04 -0.43
Br -6.46766 3.66234 -3.44256 -0.22 0.19 0.50 0.13
Br -7.92074 2.49477 -0.82470 0.01 0.22 -0.21 -0.03
Br -7.42009 5.65963 -1.11045 -0.04 -0.62 -0.27 0.11
H -8.74062 4.10448 -2.53463 0.27 -0.06 0.15 0.34
C 4.87209 -1.60656 -1.79952 -0.23 -0.12 -0.07 -0.01
Br 6.72648 -1.84166 -2.32420 -0.26 0.04 0.13 -0.07
Br 4.71037 -1.13742 0.07558 0.16 0.06 -0.38 -0.02
Br 3.94991 -0.33906 -2.94125 0.13 -0.28 0.32 -0.01
H 4.37897 -2.56987 -1.93092 0.11 0.23 0.07 0.10
C 0.06945 4.53704 4.02125 0.08 0.15 -0.03 -0.46
Br 1.43676 4.47262 2.64687 -0.29 -0.04 0.24 -0.02
Br -1.60783 5.22634 3.33711 0.32 -0.19 0.11 -0.03
Br -0.16827 2.81415 4.88111 -0.08 0.32 -0.11 0.14
H 0.41666 5.23272 4.78386 -0.10 -0.22 -0.19 0.38
C 6.53502 2.83636 -5.07111 0.22 0.06 0.01 -0.41
Br 5.38299 3.85558 -3.88933 0.12 -0.35 -0.23 0.09
Br 7.06305 1.14696 -4.27838 -0.08 0.41 -0.21 0.01
Br 5.73712 2.59390 -6.82272 0.09 0.04 0.36 -0.03
H 7.44326 3.42031 -5.21294 -0.27 -0.15 0.03 0.36
C -2.12447 1.48789 8.63740 -0.07 -0.08 0.13 -0.34
Br -3.87590 2.18568 8.18073 0.36 -0.11 0.04 -0.02
Br -1.51118 0.17702 7.34582 -0.10 0.37 0.26 0.03
Br -0.82586 2.90656 8.89298 -0.20 -0.29 -0.10 -0.03
H -2.22537 0.97264 9.59153 0.03 0.16 -0.26 0.37
C 8.75726 -4.41388 0.06978 -0.05 0.08 -0.08 0.29
Br 7.42582 -5.05122 1.32836 0.27 0.12 -0.24 0.00
Br 10.06131 -3.25706 0.92368 -0.27 -0.27 -0.16 -0.01
Br 9.60558 -5.87438 -0.88434 -0.15 0.27 0.23 -0.01
H 8.23168 -3.81190 -0.67156 0.14 -0.17 0.24 -0.28
C 1.82490 6.60446 -4.53895 -0.11 0.07 -0.09 -0.37
Br 3.11664 6.28568 -5.95042 -0.23 0.08 0.30 0.01
Br 1.69524 5.09641 -3.32492 0.08 0.28 -0.19 0.00
Br 2.18402 8.25998 -3.59448 -0.04 -0.37 -0.19 0.02
H 0.85222 6.71399 -5.01615 0.28 -0.06 0.14 0.34
C -5.96573 2.18459 -7.39728 -0.12 0.00 -0.09 -0.30
Br -7.30704 1.54865 -6.14841 0.29 -0.03 -0.43 -0.04
Br -4.67188 3.34957 -6.53886 -0.20 -0.26 -0.14 -0.07
Br -5.10551 0.72226 -8.33753 -0.14 0.29 0.23 -0.02
H -6.48495 2.78231 -8.14494 0.16 -0.16 0.22 0.37
C -7.68947 9.79214 -0.60978 -0.01 0.12 -0.08 -0.31
Br -6.46670 8.48344 0.13920 -0.18 0.46 0.00 -0.07
Br -8.92140 8.99153 -1.87584 0.21 0.21 0.28 -0.04
Br -8.62097 10.78109 0.77452 0.18 -0.25 -0.26 -0.01
H -7.08651 10.51030 -1.16344 -0.16 -0.22 0.16 0.36
C 2.97777 1.47870 7.17274 -0.13 -0.06 -0.06 0.27
Br 4.26072 1.15546 5.75355 -0.24 0.07 0.31 -0.02
Br 2.80686 -0.05119 8.35261 0.05 0.32 -0.24 -0.02
Br 3.38013 3.10419 8.15234 -0.06 -0.31 -0.19 -0.06
H 2.00766 1.62486 6.69816 0.24 -0.03 0.13 -0.20
C 0.89513 -2.40847 4.28931 0.02 -0.14 -0.04 0.61
Br -0.70036 -3.47448 4.56991 0.33 0.25 -0.05 -0.03
Br 0.59927 -0.54001 4.72310 0.15 -0.43 -0.24 0.09
Br 2.42483 -3.13399 5.23563 -0.32 0.19 -0.18 -0.04
H 1.12662 -2.45585 3.22595 -0.10 0.00 0.29 -0.64
C 6.33456 8.94527 -2.10454 0.04 -0.05 0.09 -0.34
Br 7.28125 9.69804 -3.62098 -0.24 -0.16 0.27 -0.02
Br 4.83010 10.04947 -1.57300 0.29 -0.16 -0.10 -0.03
Br 5.80395 7.10706 -2.42588 0.15 0.40 0.01 0.06
H 7.03150 8.93354 -1.26789 -0.21 0.02 -0.24 0.33


68
Properties=species:S:1:pos:R:3:forces:R:3:mulliken_charge:R:1 method="wB97M-V/def2-TZVPD" multiplicity=2 homo_energy_ev="-17.442 / -17.442" s2=0.76 charge=+3 fmax_ev_per_a=0.4 e_lumo_ev="-8.65 / -11.71"
Ga -0.14249 -0.35433 -0.20050 -0.10 -0.16 -0.30 -0.22
C -3.22139 1.26716 -0.92939 0.01 0.08 0.07 -1.23
C -1.94396 2.03421 -0.90373 -0.07 -0.07 -0.09 0.84
C -1.70197 3.37426 -1.23015 -0.08 -0.04 -0.07 -1.66
C -0.35352 3.55971 -1.05818 0.10 -0.08 -0.08 0.11
N 0.20594 2.39803 -0.64840 -0.06 0.13 0.29 1.31
N -0.79080 1.46914 -0.54431 0.23 0.07 0.02 -0.14
B 1.61593 2.05077 -0.08079 -0.09 -0.06 -0.09 -0.84
N 1.46341 1.48764 1.34386 0.11 -0.07 -0.19 1.27
C 2.09423 1.88171 2.46512 -0.03 0.13 -0.07 -0.15
C 1.59117 1.18218 3.52494 0.03 -0.07 0.07 -1.42
C 0.64281 0.31486 2.98356 -0.07 -0.05 -0.12 0.81
C -0.20259 -0.59657 3.80868 -0.01 0.05 -0.02 -1.84
N 0.58315 0.47174 1.64221 -0.08 0.04 0.26 -0.61
N 2.28127 0.96632 -0.96097 0.21 0.09 0.22 1.19
C 3.47282 0.83589 -1.58592 -0.05 0.10 -0.07 0.04
C 3.65688 -0.47938 -1.92881 -0.04 -0.13 -0.05 -1.61
C 2.52464 -1.15625 -1.46701 -0.01 -0.17 -0.06 1.04
C 2.19375 -2.60541 -1.57126 0.07 0.03 0.05 -1.29
N 1.71196 -0.28228 -0.86756 -0.08 0.32 -0.01 -0.18
N 2.40696 3.39200 -0.00759 -0.22 0.13 0.19 0.95
C 2.03976 4.51368 0.80695 -0.08 -0.21 -0.05 -0.37
C 2.92255 5.50251 0.56865 0.18 -0.08 -0.17 -1.15
C 3.82004 4.97303 -0.39708 -0.05 0.01 0.04 0.57
C 4.98745 5.57271 -1.02666 0.05 -0.08 -0.06 -1.16
N 3.43625 3.65407 -0.71953 0.13 0.32 0.07 -1.10
H -3.69886 1.34191 -1.90582 0.02 0.01 -0.02 0.37
H -3.91666 1.67384 -0.19435 -0.01 0.00 -0.01 0.42
H -3.06261 0.21346 -0.69988 0.00 0.00 0.02 0.08
H -2.42057 4.10195 -1.56881 0.01 -0.02 0.03 0.53
H 0.23866 4.44332 -1.23841 0.01 -0.02 0.05 0.60
H 2.85809 2.64270 2.45199 -0.01 -0.01 -0.02 0.57
H 1.86008 1.27981 4.56308 -0.01 -0.02 -0.02 0.55
H -0.16214 -0.26715 4.84436 0.02 0.02 0.00 0.47
H 0.17495 -1.61933 3.79592 0.00 0.00 0.07 0.38
H -1.24822 -0.56430 3.50671 -0.03 -0.09 -0.05 0.46
H 4.10626 1.68992 -1.76059 -0.08 -0.10 0.05 0.62
H 4.49794 -0.90085 -2.45370 -0.02 -0.01 0.03 0.53
H 2.23342 -2.93840 -2.60791 0.00 0.03 -0.01 0.37
H 1.20529 -2.82718 -1.17135 -0.02 0.00 0.01 0.16
H 2.92372 -3.19227 -1.01289 0.00 -0.01 -0.01 0.42
H 1.18106 4.46536 1.46040 0.02 -0.06 -0.04 0.64
H 2.95613 6.48642 1.00803 -0.01 -0.02 -0.01 0.52
H 5.10299 6.62024 -0.76702 0.00 0.01 0.00 0.39
H 4.94453 5.44226 -2.11377 -0.03 0.02 0.01 0.37
H 5.88802 5.02097 -0.71818 -0.02 0.01 0.03 0.34
N 0.08069 0.77096 -3.49164 -0.08 -0.04 0.01 0.00
C -0.68884 -0.31736 -3.37239 0.17 0.17 0.04 0.48
N -1.25639 -0.77630 -4.46960 -0.02 -0.04 0.11 -0.76
C -1.99983 -1.87905 -4.34204 -0.11 -0.10 -0.22 0.15
N -2.59834 -2.36875 -5.41030 0.01 0.04 0.06 -0.29
N -2.17842 -2.55485 -3.16514 0.04 0.12 -0.03 -0.77
C -1.58813 -2.00786 -2.15228 0.02 -0.07 0.15 -0.19
N -0.84099 -0.89048 -2.13712 0.00 -0.08 0.00 0.36
C -1.70300 -2.67722 -0.83336 -0.02 0.03 0.02 1.56
C -2.36577 -3.87628 -0.69554 -0.03 0.01 -0.03 -0.72
C -2.41456 -4.48416 0.55128 -0.02 -0.04 0.02 -0.65
C -1.78740 -3.86453 1.61934 -0.04 -0.05 0.03 -0.82
C -1.14453 -2.66400 1.41145 0.05 0.07 -0.09 0.38
N -1.09898 -2.06177 0.21029 0.03 -0.03 0.09 0.20
H 0.19408 1.15295 -4.41709 0.02 0.01 0.01 0.32
H 0.60941 1.14952 -2.72711 0.01 -0.02 -0.03 -0.16
H -2.49713 -1.90819 -6.30104 0.01 0.00 0.00 0.28
H -3.16387 -3.19898 -5.33886 0.01 -0.01 0.00 0.26
H -2.82778 -4.31176 -1.56952 0.00 -0.01 0.00 0.60
H -2.92797 -5.42799 0.68194 0.00 0.01 0.00 0.51
H -1.79140 -4.29938 2.60912 0.01 0.00 -0.01 0.51
H -0.64810 -2.16382 2.21681 0.08 0.07 0.04 -0.17


| no. | calculated total energy (Eh) |
| --- | --- |
| 1 | -1286.48198 |
| 2 | -2104.83585 |
| 3 | -101791.32781 |
| 4 | -3646.91869 |